# 1
Formula: C44H99ClNO6
Source: the Open Molecules 2025 dataset
Level of theory: the ωB97M-V functional and the def2-TZVPD basis

The HOMO energy is -11.19 eV. The largest force on an atom comes out at 5.75 eV Å⁻¹. The total charge is +1. The gap between HOMO and LUMO comes out at 6.24 eV. Its relative energy (zero: lowest compared OMol25 entry of this formula, charge and spin) is 926.5 kJ/mol.

Atoms and positions in Å:
H -0.014 2.903 -0.575
H -7.556 0.258 -1.675
C 2.289 -4.048 2.345
H -3.769 2.528 1.945
C -0.044 2.559 -2.836
H -7.457 2.555 0.371
H 2.457 3.090 -5.318
C -3.240 -3.699 2.724
C -4.967 -5.088 3.704
C 3.967 -1.855 -4.077
C 5.672 5.448 3.992
H -3.468 -6.067 -3.223
H -5.112 -5.709 4.595
C 4.870 -2.684 -2.990
H -4.623 6.877 4.676
H 2.957 3.590 4.458
H 2.105 -6.870 5.162
H 6.074 -2.349 -1.083
H -4.001 1.237 -1.411
H -4.912 7.322 2.979
H -4.457 -6.771 2.447
H 4.385 5.175 0.387
C 4.803 -0.822 -5.037
C -5.022 4.271 1.685
H 1.003 -4.682 4.683
C -4.577 3.048 2.470
H 3.079 -1.296 -3.559
O -3.652 -4.543 3.794
H 1.302 -1.189 0.160
H 5.268 0.499 0.411
H -4.213 3.312 3.465
H 4.299 1.086 -6.209
C 2.311 2.547 -4.289
C 0.016 0.627 -0.854
H 0.251 -4.767 2.622
H 7.621 5.324 4.912
C 3.809 4.157 4.848
C -5.039 -0.628 -1.263
H -5.056 -5.378 1.547
C -1.177 -0.159 -1.677
H -3.778 6.031 3.375
H -4.073 -3.176 -4.481
H 2.116 -0.068 -1.089
C 6.118 0.384 -0.403
H 4.555 1.924 -3.779
H -2.113 -4.109 -4.147
H 5.845 -0.486 -4.618
H -4.138 -1.881 3.476
H 6.973 -1.816 -2.652
H 2.455 -4.467 5.637
H -5.712 -4.287 3.761
H 4.099 -3.159 -2.212
H -5.727 4.668 4.307
C -4.843 -3.877 -4.144
H -5.369 3.946 0.699
C 3.517 1.424 -4.056
H 4.099 5.835 6.205
H -4.138 -5.604 -5.268
H 5.392 6.373 4.508
H 0.208 2.105 -5.069
C -7.325 1.284 -1.374
H 1.640 2.292 -1.322
Cl -1.835 -1.299 -0.321
C -3.366 -5.121 -2.680
H 3.598 2.383 -0.368
H -5.147 -2.733 2.310
H -5.977 -1.051 -0.894
O -5.978 1.604 -1.711
H -4.217 -1.136 -0.750
C 0.480 2.125 -1.333
H 1.356 -2.291 -2.667
C -4.730 6.485 3.661
H -3.734 -1.839 1.740
H 2.631 5.928 5.235
H 0.388 -3.023 2.406
H 4.330 3.167 -1.998
H 2.728 4.795 6.607
H -1.987 -3.466 -2.511
H 3.612 -6.291 4.406
C 0.652 -1.495 -2.174
O 4.511 4.667 3.718
C -5.181 -5.949 2.470
C -4.115 -2.469 2.549
H 6.279 4.178 -0.289
H -6.799 5.996 3.902
H -4.184 4.951 1.507
H -6.190 -6.370 2.470
H 3.474 -2.674 -4.792
H 2.740 0.023 -5.751
H 6.943 -0.317 0.046
O -6.106 4.971 2.289
H -1.103 -1.625 -3.502
H -8.707 1.286 0.288
C 3.289 5.239 5.779
C 6.741 4.692 4.763
H 5.414 -3.609 -3.486
C 5.398 -0.272 -1.737
H 6.951 2.045 -1.866
C -4.961 0.871 -1.030
H -7.049 0.883 0.749
C 6.711 1.913 -0.718
C -2.100 -4.388 -3.091
H -3.292 -5.382 -1.618
H -2.156 0.412 -1.969
H -7.963 1.934 -1.981
H 2.176 -6.568 3.423
C -5.038 -4.998 -5.151
H 6.085 5.749 3.023
H 0.054 3.745 -2.896
C 3.775 0.451 -5.350
H 4.433 3.439 5.389
H -1.210 2.348 -2.979
H 2.558 4.762 -0.201
H -2.221 -3.374 2.955
C -5.876 5.489 3.598
H -3.176 -4.271 1.793
H -5.416 2.354 2.606
H 4.246 -0.298 -1.537
H 3.191 0.829 -3.076
H 2.715 -4.991 1.986
H 6.388 4.372 5.746
H 4.949 -1.357 -6.088
H -1.223 -5.019 -2.922
H 5.710 0.431 -2.645
C 2.093 -4.770 4.649
O -4.549 -4.339 -2.829
C 5.764 3.114 -0.122
H -0.337 0.657 0.284
H 7.044 3.793 4.216
H 0.878 0.717 -3.984
H -5.841 -5.671 -4.824
H 2.779 -3.251 1.774
C 0.794 -3.987 2.082
H -5.297 -4.591 -6.133
C -7.654 1.511 0.092
H 5.592 3.003 1.050
C 1.096 -0.607 -0.836
O 2.634 -3.843 3.713
C 4.276 3.226 -0.819
C 2.517 -6.207 4.395
N -0.624 -1.209 -2.656
H 0.590 -4.113 1.015
H 3.866 5.415 -1.435
H 2.450 3.359 -3.428
H -4.979 1.107 0.040
H -5.772 -3.303 -4.075
C 5.922 -1.778 -2.120
H 7.766 1.979 -0.168
C 3.698 4.756 -0.468
C 0.820 1.899 -4.066
H -4.978 -0.853 -2.333

Atomic forces in eV per Å
1.184 -1.843 -1.563
0.021 -0.054 0.050
0.003 -0.054 0.334
-0.067 0.042 0.008
0.061 0.492 -0.045
-0.115 -0.182 -0.069
-0.518 -1.153 1.977
-0.147 -0.041 0.184
-0.007 -0.052 -0.074
0.518 -1.051 -0.598
0.020 -0.069 0.080
0.109 0.073 -0.050
0.252 0.213 -0.069
-0.807 -0.118 0.684
-0.037 -0.041 -0.108
0.190 0.094 -0.183
0.061 0.118 -0.084
-0.235 1.124 -2.247
-0.181 0.270 -0.097
-0.016 -0.101 0.123
-0.118 0.080 0.053
-1.779 -0.648 -1.508
-1.571 -0.040 -0.764
-0.133 0.033 0.107
-0.042 -0.052 -0.042
-0.131 -0.118 0.197
1.776 -0.825 -0.788
0.177 0.070 -0.012
-0.929 0.770 -2.121
1.839 -0.249 -1.444
0.079 -0.009 -0.067
-1.409 -1.197 1.806
0.827 -0.042 1.240
-0.405 -1.413 1.037
0.024 0.019 -0.125
-0.098 -0.062 -0.038
0.008 0.118 0.049
-0.089 -0.132 0.005
-0.117 0.001 0.025
-1.835 0.033 1.854
-0.019 0.001 0.111
0.106 0.021 -0.086
-1.674 -1.495 0.192
-0.736 0.513 -0.138
-2.270 -0.811 -0.658
0.016 -0.143 -0.068
-2.180 -0.634 -0.726
0.069 -0.101 -0.204
-2.088 0.517 1.055
0.037 0.176 -0.266
-0.004 -0.014 -0.075
1.559 0.902 -1.584
0.074 0.016 0.002
-0.151 -0.206 -0.031
-0.161 0.168 0.123
-0.161 0.107 0.176
-0.026 -0.093 0.065
0.008 0.067 -0.084
0.031 -0.047 0.056
1.179 -0.513 2.200
-0.159 -0.003 0.162
-2.156 -0.604 0.192
0.269 0.533 -0.681
-0.276 0.089 -0.027
1.155 1.536 -0.993
0.061 0.012 -0.105
0.106 0.028 0.018
0.438 0.064 -0.077
-0.374 0.095 -0.136
-0.730 0.696 -0.576
-1.656 1.546 0.836
0.094 0.065 -0.117
-0.030 -0.035 0.085
0.092 -0.182 0.109
0.047 -0.064 -0.026
-0.026 -0.277 2.504
0.059 0.034 -0.122
-0.108 -0.177 0.143
-0.231 0.024 0.067
-1.905 0.379 -0.276
-0.042 -0.054 -0.215
0.105 -0.041 -0.119
-0.178 0.097 0.188
-0.899 -2.418 0.304
0.053 -0.193 -0.265
0.083 0.001 0.064
0.117 0.044 0.020
0.909 1.787 1.520
2.203 0.851 0.764
-1.519 1.370 -1.018
-0.032 -0.084 -0.114
0.766 0.593 1.394
0.140 0.051 -0.055
-0.046 0.230 -0.046
0.001 -0.142 0.062
-1.037 2.084 0.902
1.220 0.033 -0.321
-0.727 -0.209 2.261
-0.509 -0.084 -0.044
-0.081 -0.087 0.002
0.794 -0.317 0.984
0.153 0.168 -0.137
-0.218 0.142 -0.147
2.313 -1.089 -0.112
0.323 -0.019 -0.038
-0.088 -0.044 0.064
-0.045 -0.210 0.031
-0.268 -0.133 0.037
-0.123 -2.590 0.065
0.653 0.155 -0.053
0.039 0.038 0.068
2.532 0.296 0.371
2.275 0.070 -0.348
-0.098 -0.191 0.181
0.059 0.054 -0.036
-0.078 -0.015 -0.110
0.152 0.112 -0.081
2.119 0.095 -0.695
0.749 1.053 -2.173
-0.091 -0.024 -0.017
0.059 0.104 -0.020
-0.019 1.140 2.303
-0.074 0.043 0.003
-1.231 -1.469 1.978
0.011 -0.183 0.055
0.160 0.052 0.183
-0.204 0.387 -0.394
0.412 0.259 -2.761
-0.014 0.137 0.032
0.013 2.373 -0.017
0.138 0.209 -0.081
0.113 -0.021 0.277
-0.133 0.008 0.109
0.008 -0.036 0.146
0.138 0.174 0.131
0.474 0.112 -2.480
0.933 1.263 -2.328
0.047 0.219 -0.302
0.378 0.920 0.231
0.206 -0.063 -0.120
4.993 1.031 2.661
0.004 -0.018 0.022
-0.398 -1.229 2.082
-0.224 -1.566 -1.900
0.009 -0.070 0.033
0.157 -0.089 0.246
0.032 -0.907 0.964
-2.269 -0.011 -1.164
0.591 -0.557 -0.599
-0.631 0.204 -1.260
-0.004 0.012 0.071

# 2
Formula: C44H99N11O3S3
Source: the Open Molecules 2025 dataset
Level of theory: the ωB97M-V functional and the def2-TZVPD basis

The HOMO energy is -8.18 eV. The largest force on an atom comes out at 2.24 eV Å⁻¹. The total charge is 0. The gap between HOMO and LUMO comes out at 8.17 eV.

Atoms and positions in Å:
C 0.093 1.469 -6.920
H -1.154 0.434 -4.594
H -5.672 -2.885 -0.907
N 6.386 -3.693 -3.257
H 7.098 3.800 -1.893
C -1.831 -0.723 1.638
H 0.955 1.599 5.572
H 5.076 4.770 -0.898
H 4.807 3.080 -4.523
C 0.839 2.513 -0.214
C -6.602 0.670 6.574
C -5.454 -0.076 5.882
H -5.116 -0.804 6.622
H 3.940 -5.396 -5.721
H -4.521 -3.595 4.650
H 2.453 2.884 6.722
C 1.613 1.324 4.751
C -1.910 0.875 5.003
C 2.442 -6.004 -4.248
H 1.231 1.143 1.415
H 5.189 5.027 -2.646
H 3.418 2.168 -5.134
H 1.238 -5.412 -0.449
N -6.620 -2.619 2.543
H -2.342 -3.793 6.261
H -0.168 -7.256 -4.549
H 4.905 -2.864 -0.601
C -5.693 -1.902 -1.377
C -1.125 -5.323 -5.009
H -1.021 0.324 4.683
H -1.999 4.678 -3.494
H -1.017 1.667 -3.403
H -1.703 -3.563 -2.224
H -2.897 -0.508 1.738
C -1.006 -3.283 4.759
C 5.665 -3.175 -2.533
H 1.598 4.365 -2.172
H -0.209 -5.913 -2.171
C 4.784 -2.482 -1.613
H 1.855 0.621 -0.142
C 3.068 -4.998 -5.214
C 5.335 2.825 1.687
C 6.146 3.283 -1.955
C 4.974 4.276 -1.866
H 1.041 1.195 3.834
H 0.597 -6.314 -5.761
N 3.661 3.712 -2.024
C 1.638 -5.358 -1.472
C -2.497 -4.128 -1.740
H 2.162 0.417 4.994
H -3.790 -2.187 3.770
H 1.645 -4.292 -1.705
H 3.084 -6.024 -3.364
H -5.466 2.489 5.053
H 2.848 5.229 -3.139
H 4.455 2.205 0.083
H -1.299 -0.618 2.585
H -0.519 5.586 -3.917
C 0.813 -6.105 -2.504
O 2.433 3.378 3.262
H -5.932 -0.596 5.041
H 6.035 2.811 -2.935
H 1.768 -0.241 -1.898
H -0.492 0.678 -2.020
H -1.826 -5.983 -5.521
C 2.130 -1.986 4.184
C -1.370 0.500 0.791
H -0.954 -4.417 -5.583
H -2.995 5.047 -0.617
H -1.629 1.623 5.750
H -1.969 1.501 4.099
C -4.346 -3.118 3.684
H -1.318 4.280 -0.504
S -0.163 2.504 -5.470
C -3.626 -4.160 -2.677
H 2.316 -4.597 -5.902
C 3.424 2.622 -2.973
O -1.470 3.205 -5.624
H -1.585 -1.675 1.180
C -4.612 1.914 4.701
H -0.416 1.880 -7.794
H -3.187 -0.717 4.578
C 2.219 -1.749 2.757
C 2.614 4.755 -2.178
H -0.294 0.455 -6.830
H -7.196 1.208 5.835
O -0.319 7.182 -1.503
H 0.567 -1.236 -2.916
C -3.116 0.049 5.372
N 6.343 3.017 2.204
H -4.973 -1.937 -2.187
S 2.851 2.585 4.488
H -4.148 0.774 2.854
C -5.363 -0.880 -0.374
C -1.921 5.184 -0.482
H -5.030 2.327 2.559
H -2.811 -3.663 -0.807
H -2.211 0.792 0.150
N -0.147 0.238 0.037
H 3.353 3.387 0.856
N 2.087 -2.133 5.320
H -6.209 1.384 7.301
C 0.910 -0.916 -1.937
H 6.096 2.469 -1.231
N -4.333 0.793 5.563
C -0.469 1.199 -4.221
H 3.759 -2.601 -1.960
S -1.500 6.326 -1.834
H 2.024 6.645 -1.424
C 0.991 1.076 0.351
H 3.399 4.298 6.038
N 1.083 -5.642 -3.868
H 1.153 1.482 -7.176
H -7.223 -0.035 7.126
H 4.134 1.855 -2.654
C -1.060 5.086 -3.120
H 3.267 -4.069 -4.670
C 2.632 5.815 -1.066
H -1.296 -2.278 6.538
N -5.128 -0.069 0.404
H 2.358 -2.773 2.377
H 3.132 -1.200 2.538
C -1.375 -3.305 6.188
H -2.238 -5.171 -1.565
H -0.496 4.226 -2.750
N -4.508 -4.142 -3.411
H -1.204 1.375 1.424
H 1.695 3.093 0.144
H 3.529 1.805 1.589
H -6.699 -1.743 -1.756
H 1.622 4.225 5.802
C -5.637 -2.854 3.074
C 3.728 2.967 -4.453
H 0.990 -7.189 -2.469
H 0.442 0.719 -3.866
H 3.584 6.193 -0.704
H 3.130 3.806 -4.808
H -1.828 5.674 0.486
C 4.050 2.578 1.029
H -1.459 -5.036 -4.013
H -1.199 -0.768 -1.497
H -0.105 2.962 0.098
H 2.129 5.393 -0.192
N -0.743 -3.233 3.646
H -5.816 0.903 3.316
H -3.785 -3.825 3.073
H -0.619 -3.879 6.723
C 0.109 -6.220 -4.785
H 1.242 -1.686 -1.235
H 2.620 -5.754 -1.199
H -2.860 -0.529 6.265
C -4.892 1.479 3.224
C 2.533 3.651 5.952
H 2.400 2.274 -2.843
H 2.590 -7.038 -4.597
H -3.754 2.588 4.705
C -0.296 -0.170 -1.342
H 5.124 -1.445 -1.657
H 0.820 2.518 -1.305
H 1.311 -1.425 2.253

Atomic forces in eV per Å
0.053 -0.399 -0.685
0.101 0.047 -0.317
-0.079 0.024 0.094
0.059 -0.109 -0.151
0.029 -0.006 0.068
0.322 1.993 -0.197
-0.135 -0.119 -0.069
-0.347 0.130 -0.061
-0.070 0.475 -0.491
0.319 -0.459 0.416
0.316 0.237 -0.072
-0.639 0.496 0.808
0.279 -0.225 -0.298
0.076 0.210 -0.054
0.180 0.233 0.111
0.065 0.525 0.538
-0.105 -0.040 0.454
1.005 1.445 -0.768
1.191 0.104 0.266
-0.391 -0.257 0.090
-0.133 0.217 0.070
0.211 -0.303 0.228
-0.794 -0.066 -0.324
-0.768 0.097 -0.307
-0.153 0.329 0.380
-0.146 0.096 0.441
-0.063 -0.015 -0.030
0.039 -0.091 0.572
0.540 -1.188 0.720
-0.130 -0.652 0.822
-0.042 0.207 -0.165
0.334 0.406 -0.196
0.264 -0.133 0.270
-0.060 -0.827 0.459
-0.189 0.016 0.719
0.186 -0.406 -0.011
0.233 -0.445 -0.306
-0.267 -0.155 -0.758
0.285 0.185 -0.237
0.183 0.096 0.280
-1.087 0.658 0.300
-0.567 0.972 0.776
-1.146 -0.372 -0.695
1.212 -0.135 -0.192
0.089 0.100 -0.064
0.096 0.020 0.057
-2.145 -0.239 0.592
0.315 0.032 1.510
-0.733 -0.207 -0.459
-0.226 -0.095 0.095
-0.007 -0.225 0.085
0.369 -0.046 -0.161
-0.194 0.282 0.135
-0.003 -0.121 0.271
-0.548 0.330 -0.129
-0.999 -0.211 -0.316
-0.263 -0.522 0.170
-0.067 0.135 0.015
0.414 0.072 0.448
0.123 -0.616 0.905
0.492 -0.243 -0.260
0.632 -0.097 0.019
-0.006 0.100 -0.957
0.148 -0.062 0.632
-0.536 0.476 0.110
-0.381 0.650 0.192
0.090 -0.622 -0.490
0.303 -0.096 -0.089
0.077 -0.584 -0.104
0.022 -0.360 0.324
-0.927 -0.158 0.000
-0.130 -0.392 0.004
-0.286 -0.001 -0.026
-0.426 -0.014 0.422
-0.097 0.221 0.030
0.077 -0.678 -0.485
1.309 0.561 -0.100
0.133 -0.172 -0.061
-0.194 -0.038 -0.131
0.626 -0.083 -1.698
-0.143 0.486 0.337
-0.206 0.147 -0.003
0.390 -1.645 -0.320
1.931 0.690 0.385
0.177 -0.020 0.308
-0.199 0.003 0.194
-0.155 -0.768 0.030
0.785 -0.389 -0.137
0.589 -0.274 -1.030
0.011 -0.156 -0.151
-0.056 0.301 -0.087
0.067 1.616 -1.060
0.149 0.317 -0.086
-0.119 -0.114 -0.317
-0.006 0.287 -0.137
0.024 -0.097 -0.117
0.107 0.059 0.014
0.160 -0.003 -0.303
-0.015 -0.794 0.892
0.639 0.445 0.270
-0.014 -0.151 0.216
0.027 0.030 -0.064
-0.390 0.718 1.527
0.102 0.176 0.223
-0.235 -0.267 1.030
-0.364 -0.011 -0.556
-0.055 0.208 0.165
0.029 0.558 -0.446
-0.016 0.090 0.259
-0.248 0.767 -1.471
0.016 -0.025 0.247
-0.212 -0.518 0.408
0.056 -0.238 0.230
-0.187 -0.012 -0.207
-0.363 -0.490 -0.231
-0.329 -0.225 0.717
0.651 -0.247 0.185
-0.641 -0.328 0.000
-0.519 -0.045 0.214
0.124 -0.091 -0.129
0.171 0.224 -0.309
-0.239 0.304 -0.167
0.917 -0.134 -0.955
0.402 0.132 0.162
0.215 0.269 0.209
0.097 -0.103 0.033
0.003 -0.102 0.215
-0.518 0.214 -0.326
0.000 -0.101 -0.175
0.032 0.087 -0.108
-0.112 -0.129 0.002
0.616 -0.001 -0.004
-0.687 -0.603 0.387
-0.110 -0.067 0.301
0.090 0.299 -0.172
0.209 -0.078 -0.441
0.469 0.383 0.157
0.328 0.272 -0.167
1.235 -0.980 -0.345
-0.545 0.001 -0.181
-0.001 -0.276 0.590
0.212 -0.036 0.342
-0.046 0.141 0.066
0.075 -0.074 -0.435
-0.134 0.072 -0.648
0.044 0.105 -0.064
-0.085 -0.100 0.019
0.308 0.958 -1.486
-0.451 -0.576 -0.410
0.323 0.205 -1.023
-0.300 0.161 0.242
-0.475 -0.237 1.534
0.136 -1.088 -0.926
-0.033 -0.068 0.074
-0.665 -0.041 -0.373
-0.049 0.035 0.221
-0.006 0.504 -0.416
-0.464 0.128 0.249
0.184 -0.120 -0.023
-0.021 0.538 0.363